#1
C2H2S in the gas phase. Source: the Open Molecules 2025 dataset; level of theory: wB97M-V/def2-TZVPD.

Output
HOMO level (eV): -7.8
SMILES string: C1=CS1
Multiplicity: 1
M (g/mol): 58.105
Kohn-Sham gap (eV): 8.55

Structure (XYZ):
```
5
C2H2S | the Open Molecules 2025 dataset | wB97M-V/def2-TZVPD
S 1.32 0.74 -0.36
C -0.05 -0.61 -0.38
H -0.49 0.87 1.31
C -0.24 0.44 0.38
H -0.55 -1.44 -0.95
```

Formally, the Löwdin partial charges of the atoms, in units of the elementary charge, are as follows:
1. S 0.653
2. C -0.292
3. H 0.049
4. C -0.498
5. H 0.088


#2
C2H2S in the gas phase. Source: the Open Molecules 2025 dataset; level of theory: wB97M-V/def2-TZVPD.

Output
HOMO level (eV): -7.9
SMILES string: C1=CS1
Multiplicity: 1
M (g/mol): 58.105
Kohn-Sham gap (eV): 8.34

Structure (XYZ):
```
5
C2H2S | the Open Molecules 2025 dataset | wB97M-V/def2-TZVPD
S 2.13 -0.04 -0.03
C 0.52 0.58 0.01
H 0.40 1.68 0.15
C 0.25 -0.69 0.07
H -0.49 -1.44 -0.24
```

Formally, the Löwdin partial charges of the atoms, in units of the elementary charge, are as follows:
1. S 0.663
2. C -0.585
3. H 0.086
4. C -0.237
5. H 0.074


Stability ranking, top entry: #1; the second entry is 0.0040 hartree less favorable.


#1
3 unconnected molecules or ions with the total composition C3H11NO3S. Source: the Open Molecules 2025 dataset; level of theory: wB97M-V/def2-TZVPD.

Output
HOMO level (eV): -0.2
Net charge: -2
Multiplicity: 1
M (g/mol): 141.192
Kohn-Sham gap (eV): 6.05

Structure (XYZ):
```
19
C3H11NO3S | the Open Molecules 2025 dataset | wB97M-V/def2-TZVPD
C 2.14 -0.53 0.54
O -5.52 0.33 0.37
H 2.21 -1.24 1.37
S 4.98 -0.27 0.82
N 0.97 -0.80 -0.34
O -3.10 0.25 -0.07
H -5.48 0.23 1.32
H -1.37 0.79 0.36
H 0.82 1.17 -1.15
H 1.97 0.38 1.13
H 3.55 -1.01 -1.03
H -4.49 0.23 0.13
H 0.36 -1.46 0.12
H -0.55 0.06 -1.40
O -0.41 1.05 0.43
H 3.32 0.70 -0.69
C 0.22 0.39 -0.68
H -3.04 0.01 -1.00
C 3.44 -0.29 -0.22
```

These are the Löwdin partial charges, in e, on atoms 1 to 5:
1. C -0.351
2. O -0.243
3. H 0.084
4. S -0.049
5. N -0.062


#2
3 unconnected molecules or ions with the total composition C3H11NO3S. Source: the Open Molecules 2025 dataset; level of theory: wB97M-V/def2-TZVPD.

Output
HOMO level (eV): 0.1
Net charge: -2
Multiplicity: 1
M (g/mol): 141.192
Kohn-Sham gap (eV): 5.82

Structure (XYZ):
```
19
C3H11NO3S | the Open Molecules 2025 dataset | wB97M-V/def2-TZVPD
C -0.08 0.11 -1.23
H -2.07 -2.06 -1.50
C -0.96 -0.75 -0.22
H 0.34 -1.51 1.25
H -0.23 -0.09 -2.32
H -1.90 -0.11 -0.20
H 0.95 0.06 -1.02
H 1.84 2.43 -0.63
H 2.12 2.43 1.62
O 2.33 1.75 2.40
O -0.65 1.43 -1.01
H -2.07 -2.57 -0.12
O 1.38 2.74 0.15
H 1.47 1.37 2.16
H -1.04 -0.90 1.88
H 0.10 1.94 -0.51
C -1.23 -2.19 -0.79
S 0.13 -3.25 -1.01
N -0.41 -0.84 1.10
```

These are the Löwdin partial charges, in e, on atoms 1 to 5:
1. C -0.238
2. H 0.027
3. C -0.471
4. H 0.036
5. H 0.106


Stability ranking, top entry: #1; the second entry is 0.0533 hartree less favorable.


#1
C4H5OP in the gas phase. Source: the Open Molecules 2025 dataset; level of theory: wB97M-V/def2-TZVPD.

Output
HOMO level (alpha / beta) (eV): -8.0 / -7.8
Multiplicity: 1
M (g/mol): 100.057
Kohn-Sham gap (alpha / beta) (eV): 6.77 / 6.63

Structure (XYZ):
```
11
C4H5OP | the Open Molecules 2025 dataset | wB97M-V/def2-TZVPD
H 1.07 -1.21 -1.95
C -0.46 -1.64 -0.59
H 0.39 1.83 1.09
H 1.15 1.05 -1.25
C 0.78 0.42 -0.56
P -1.71 0.98 0.84
O -1.95 1.11 2.25
C 0.58 -0.84 -1.05
C 0.31 0.75 0.70
H -0.58 -2.56 -0.99
H 0.42 0.10 1.52
```

These are the Löwdin partial charges, in e, on atoms 1 to 5:
1. H 0.087
2. C 0.072
3. H 0.091
4. H 0.078
5. C -0.179


#2
A molecular structure, C4H5OP. Source: the Open Molecules 2025 dataset; level of theory: wB97M-V/def2-TZVPD.

Output
HOMO level (alpha / beta) (eV): -8.7 / -8.3
Multiplicity: 1
M (g/mol): 100.057
Kohn-Sham gap (alpha / beta) (eV): 7.46 / 6.65

Structure (XYZ):
```
11
C4H5OP | the Open Molecules 2025 dataset | wB97M-V/def2-TZVPD
H 1.27 -1.55 -0.53
H 1.11 0.42 -1.22
C -0.19 -1.19 1.05
P -0.89 0.28 1.61
H 0.27 1.94 0.42
C -0.47 1.17 0.03
H -0.43 0.00 -1.94
C 0.43 -1.08 -0.18
O -0.01 -1.82 2.11
H -1.20 1.72 -0.38
C 0.10 0.12 -0.96
```

These are the Löwdin partial charges, in e, on atoms 1 to 5:
1. H 0.091
2. H 0.105
3. C -0.728
4. P 1.113
5. H 0.092


Stability ranking, top entry: #2; the second entry is 0.0438 hartree less favorable.